This record from OMol25 describes a 9-piece molecular cluster, C50H93BBrF2N3O16P2S overall. The level of theory is ωB97M-V/def2-TZVPD.

```
169
Properties=species:S:1:pos:R:3:forces:R:3
C 10.610 -5.559 2.450 -0.4 0.8 -0.9
C 11.028 -4.064 1.957 2.3 -1.2 1.3
O 10.479 -3.703 0.655 -2.5 1.3 1.9
P 8.792 -3.411 0.710 -2.0 -5.0 -0.8
O 8.110 -4.697 0.155 1.8 4.1 1.4
C 8.433 -1.874 -0.364 1.1 0.9 -0.4
C 7.338 -2.133 -1.517 -0.8 0.5 -0.5
C 5.873 -1.554 -1.202 -3.2 -0.3 0.8
C 4.683 -2.616 -1.238 -1.3 2.0 0.3
F 4.906 -4.021 -1.508 -0.3 4.1 0.7
C 3.201 -2.185 -0.996 2.3 2.2 0.2
C 2.918 -0.669 -0.714 2.0 -0.9 0.1
C 4.059 0.393 -0.628 -0.6 -3.1 -0.9
F 3.654 1.754 -0.360 1.7 -3.7 -0.7
C 5.540 -0.058 -0.873 -1.9 -1.5 0.0
C 6.674 1.076 -0.813 -1.5 0.1 -0.2
C 6.561 1.956 0.559 1.2 5.6 -1.3
O 6.759 3.217 0.519 -0.9 -6.6 0.2
Br 6.083 1.197 2.331 0.3 0.1 -1.4
C 1.369 -0.245 -0.517 0.4 1.8 -1.4
O 1.001 0.844 -1.048 0.8 -4.1 2.3
C 0.452 -1.275 0.287 -1.2 -1.5 1.0
C -0.676 -0.759 1.265 0.3 -5.1 -1.5
P -0.986 1.080 1.559 1.1 0.5 1.1
S 0.297 1.632 2.961 -0.4 -0.2 -0.2
C -1.521 -1.889 2.017 1.8 -0.5 -1.4
C -2.700 -1.445 3.017 -0.5 -0.2 -0.9
N -2.635 -2.111 4.372 0.6 1.1 -0.6
C -1.213 -3.438 1.793 2.6 2.3 -2.1
N -1.951 -4.528 2.510 -4.4 1.1 -3.3
C -3.223 -4.543 2.116 -2.4 3.5 3.1
O -4.451 -4.246 2.127 7.6 -2.7 -0.7
C -0.059 -3.946 0.814 -0.6 4.9 0.6
B 0.221 -5.543 0.649 0.5 -1.8 -1.5
O -0.359 -6.191 -0.529 1.8 1.4 1.0
N 1.044 -6.393 1.550 -3.2 1.1 0.8
C 1.126 -5.855 2.950 1.6 0.0 0.7
C 0.499 -7.793 1.679 -0.3 -1.3 0.5
C 0.759 -2.821 0.039 -2.1 0.9 2.1
C 1.926 -3.192 -1.016 0.3 -1.0 -1.3
O 1.877 -4.152 -1.836 0.0 3.6 3.6
O 8.210 -3.250 2.328 1.5 1.4 -2.4
C 8.450 -1.896 2.835 1.5 1.0 0.6
C 8.887 -1.886 4.409 0.1 -0.5 -1.0
H 9.504 -5.492 2.785 1.9 -0.6 -0.6
H 10.748 -6.243 1.522 -0.5 1.1 1.7
H 11.295 -5.965 3.281 -1.1 0.9 -1.2
H 12.184 -4.103 1.820 -2.0 0.3 0.0
H 10.844 -3.261 2.762 0.0 -1.2 -1.3
H 8.231 -0.920 0.270 0.2 -1.9 -1.0
H 9.437 -1.650 -0.912 -1.6 -0.5 1.1
H 7.680 -1.622 -2.506 -0.4 -0.7 1.8
H 7.240 -3.254 -1.775 0.2 1.8 0.8
H 6.425 1.831 -1.662 0.5 -1.1 1.6
H 7.738 0.708 -1.022 -1.7 0.4 0.7
H -0.726 1.923 0.433 -0.6 -1.1 0.1
H -2.348 1.379 1.971 0.8 -0.7 -0.8
H -3.695 -1.740 2.484 1.6 0.4 1.0
H -2.769 -0.316 3.203 0.5 -1.5 -0.9
H -1.622 -2.195 4.600 -1.1 0.2 0.0
H -3.041 -1.397 5.018 0.6 -1.1 -0.5
H 0.170 -5.948 -1.339 -0.9 -0.2 0.9
H 1.871 -6.534 3.526 -1.2 1.3 -0.9
H 0.128 -5.901 3.515 1.3 0.3 -0.9
H 1.585 -4.804 2.917 -0.9 -1.4 0.2
H 1.111 -8.570 1.089 -1.1 1.4 0.6
H 0.570 -8.122 2.794 0.0 0.6 -2.0
H -0.631 -7.836 1.426 2.0 -0.1 0.1
H 7.564 -1.203 2.610 1.2 -1.2 0.4
H 9.376 -1.493 2.259 -1.5 -0.3 0.9
H 9.263 -2.955 4.669 -0.9 1.9 -0.3
H 7.998 -1.563 5.058 1.5 -0.6 -0.8
H 9.795 -1.178 4.527 -1.7 -1.0 -0.1
C 3.173 3.441 -3.435 0.3 0.1 -0.1
C 2.565 2.490 -4.455 -0.4 0.2 0.6
C 1.290 3.063 -5.054 -0.1 0.0 -0.3
O 2.275 1.245 -3.826 0.1 -0.3 -0.1
H 2.482 3.617 -2.604 -0.1 0.0 -0.1
H 4.082 3.011 -3.004 0.0 0.0 -0.1
H 3.423 4.402 -3.891 0.0 -0.1 0.1
H 3.289 2.293 -5.251 -0.1 -0.2 0.1
H 0.533 3.226 -4.279 0.1 0.1 0.0
H 0.858 2.364 -5.776 0.1 0.1 0.0
H 1.483 4.013 -5.559 -0.1 0.0 0.1
H 1.634 1.409 -3.118 0.2 0.0 0.0
C -5.541 1.697 -0.125 0.0 0.0 0.3
C -4.187 2.382 -0.200 -0.6 -0.1 -0.6
C -4.199 3.529 -1.199 0.3 0.3 0.0
O -3.196 1.430 -0.586 0.4 -0.1 0.1
H -5.819 1.271 -1.095 0.1 0.1 0.0
H -5.513 0.868 0.587 0.0 0.1 -0.1
H -6.321 2.398 0.185 0.0 -0.1 0.0
H -3.910 2.759 0.789 0.1 -0.1 -0.1
H -4.429 3.168 -2.206 -0.1 0.0 0.1
H -3.215 4.005 -1.250 -0.1 0.0 0.1
H -4.938 4.285 -0.922 0.1 -0.1 -0.1
H -3.432 1.091 -1.461 0.0 0.1 0.2
C -6.221 6.464 2.355 0.3 0.0 0.0
C -6.822 5.505 1.340 -0.5 0.4 0.5
C -8.099 6.066 0.735 -0.1 -0.1 -0.3
O -7.106 4.260 1.975 0.1 -0.3 -0.1
H -6.915 6.641 3.184 0.0 0.0 -0.1
H -5.311 6.043 2.790 -0.1 0.0 -0.1
H -5.977 7.425 1.893 0.0 0.0 0.1
H -6.096 5.307 0.546 -0.1 -0.2 0.1
H -8.858 6.229 1.507 0.1 0.1 0.0
H -8.526 5.360 0.016 0.1 0.1 0.0
H -7.911 7.014 0.225 -0.1 0.0 0.0
H -7.748 4.424 2.680 0.2 0.0 -0.2
C -7.947 -2.270 2.280 0.2 0.1 0.3
C -8.184 -1.149 1.280 -0.2 -0.7 -0.2
C -9.490 -1.344 0.527 -0.1 0.3 -0.1
O -7.102 -1.107 0.351 0.2 0.2 -0.1
H -7.881 -3.239 1.772 -0.1 0.1 0.0
H -6.999 -2.124 2.806 -0.1 0.0 0.0
H -8.753 -2.318 3.018 0.1 0.0 0.0
H -8.201 -0.188 1.803 0.2 0.0 -0.2
H -9.478 -2.280 -0.042 0.0 0.0 0.1
H -9.641 -0.537 -0.196 0.0 -0.1 0.1
H -10.342 -1.363 1.213 0.0 0.0 -0.1
H -7.079 -1.954 -0.117 0.0 0.2 0.2
C -8.210 -2.018 -3.395 0.2 -0.2 0.2
C -9.685 -2.285 -3.649 0.3 0.6 -0.4
C -10.011 -2.226 -5.133 -0.2 -0.2 -0.1
O -10.468 -1.319 -2.952 -0.2 -0.1 0.2
H -7.928 -1.019 -3.743 -0.1 -0.1 -0.1
H -7.992 -2.052 -2.324 -0.1 0.0 -0.1
H -7.582 -2.754 -3.904 0.0 0.1 0.0
H -9.954 -3.269 -3.253 -0.1 0.2 0.1
H -9.792 -1.233 -5.542 0.1 -0.1 0.1
H -11.077 -2.408 -5.300 0.1 -0.1 0.1
H -9.437 -2.968 -5.694 0.0 0.1 0.0
H -10.238 -0.444 -3.296 0.0 -0.2 0.1
C -2.657 6.103 6.257 0.2 -0.2 -0.2
C -3.651 7.099 5.682 0.0 -0.1 0.7
C -3.629 8.410 6.452 0.0 0.3 -0.2
O -4.964 6.543 5.733 -0.2 0.0 -0.2
H -2.899 5.865 7.298 0.0 0.2 0.0
H -2.692 5.161 5.701 0.0 0.1 0.0
H -1.637 6.494 6.217 -0.1 -0.1 0.0
H -3.418 7.287 4.630 -0.2 -0.1 0.0
H -3.905 8.253 7.500 0.1 -0.1 0.0
H -4.356 9.113 6.036 0.1 -0.1 0.0
H -2.638 8.871 6.418 -0.1 0.0 0.0
H -5.180 6.373 6.661 0.1 0.1 -0.2
C 3.564 -6.660 -4.927 0.2 -0.3 0.1
C 2.045 -6.608 -4.985 0.3 0.6 0.0
C 1.565 -5.663 -6.075 -0.3 0.0 -0.2
O 1.538 -6.174 -3.726 -0.2 -0.1 0.0
H 3.980 -5.673 -4.699 -0.1 0.0 -0.1
H 3.895 -7.333 -4.131 -0.1 0.0 -0.1
H 3.984 -7.005 -5.875 0.0 0.0 0.1
H 1.650 -7.611 -5.167 -0.1 0.1 0.2
H 1.912 -4.641 -5.888 0.1 -0.1 0.0
H 0.472 -5.627 -6.098 0.1 -0.1 0.0
H 1.925 -5.979 -7.058 0.0 0.1 0.0
H 1.883 -5.285 -3.554 -0.1 -0.3 0.1
C 5.964 6.264 -2.567 0.2 -0.2 -0.2
C 4.976 7.271 -3.134 0.0 0.0 0.7
C 5.008 8.577 -2.356 0.0 0.3 -0.1
O 3.660 6.723 -3.084 -0.1 0.0 -0.2
H 5.722 6.021 -1.527 0.0 0.1 0.0
H 5.921 5.326 -3.128 0.0 0.1 0.0
H 6.987 6.649 -2.606 -0.1 0.0 0.0
H 5.209 7.463 -4.185 -0.2 -0.1 0.0
H 4.733 8.415 -1.308 0.1 -0.1 0.0
H 4.285 9.287 -2.766 0.1 -0.1 0.0
H 6.002 9.031 -2.388 -0.1 0.0 0.0
H 3.444 6.548 -2.158 0.1 0.0 -0.2
```
Forces are in eV/Å.

Its electronic energy is -7208.1289 Ha. The HOMO-LUMO gap is 0.2427 hartree. Its structure (SMILES) is CCOP(=O)(CCc1c(F)c2c(c(F)c1CC(=O)Br)C(=O)c1c([PH2]=S)c(CN)c(N=C=O)c(B(O)N(C)C)c1C2=O)OCC.CC(C)O.CC(C)O.CC(C)O.CC(C)O.CC(C)O.CC(C)O.CC(C)O.CC(C)O. Its highest occupied orbital energy is -8.3 eV.